(1)
The following is a quantum chemistry calculation of C16H25BClN9O2Os as an isolated structure, from the Open Molecules 2025 dataset.

Properties
- 2S+1 = 5
- lowest unoccupied orbital energy (spin up / spin down) (Eh) = -0.18668 / -0.32604
- charge = +2
- ΔE to the lowest compared entry with this formula, charge and spin (eV) = 0.302
- E_tot (eV) = -50156.2197
- highest occupied orbital energy (spin up / spin down) (eV) = -15.28 / -15.39
- ⟨S²⟩ = 6.018

Each line ends with the natural charge from an NBO analysis.
CARTESIAN COORDINATES (ANGSTROEM)
1 Os 0.408 -0.497 -0.619  1.842
2 C -2.643 -2.061 1.862  -0.300
3 C -2.212 -1.180 0.897  0.012
4 N -0.919 -1.443 0.593  -0.392
5 N -0.525 -2.496 1.358  -0.283
6 C -1.541 -2.875 2.123  0.081
7 B 0.930 -3.057 1.258  0.515
8 N 1.903 -1.944 1.688  -0.320
9 C 2.912 -1.970 2.567  0.052
10 C 3.581 -0.760 2.518  -0.314
11 C 2.910 -0.025 1.552  0.005
12 N 1.889 -0.739 1.062  -0.406
13 N 1.192 -3.352 -0.244  -0.296
14 C 1.549 -4.464 -0.882  0.081
15 C 1.721 -4.182 -2.234  -0.296
16 C 1.452 -2.837 -2.358  0.031
17 N 1.131 -2.335 -1.143  -0.394
18 H -3.621 -2.126 2.306  0.271
19 H -2.742 -0.396 0.385  0.238
20 H -1.432 -3.703 2.805  0.261
21 H 1.042 -4.041 1.915  0.015
22 H 3.096 -2.847 3.166  0.253
23 H 4.440 -0.461 3.092  0.268
24 H 3.117 0.967 1.186  0.235
25 H 1.684 -5.386 -0.339  0.256
26 H 2.012 -4.865 -3.011  0.272
27 H 1.486 -2.198 -3.225  0.253
28 C -2.506 2.406 2.144  -0.412
29 N -1.321 2.154 1.318  -0.404
30 C -0.176 1.636 2.044  -0.414
31 C -1.395 2.084 -0.020  0.685
32 N -0.719 1.146 -0.737  -0.886
33 N -2.170 2.940 -0.684  -0.363
34 C -2.501 4.269 -0.157  -0.417
35 C -2.552 2.706 -2.082  -0.433
36 H -2.808 1.475 2.629  0.214
37 H -3.332 2.771 1.545  0.228
38 H -2.273 3.141 2.913  0.231
39 H -0.050 2.226 2.951  0.243
40 H 0.723 1.753 1.446  0.212
41 H -0.303 0.590 2.334  0.202
42 H -0.704 1.375 -1.737  0.443
43 H -1.895 4.487 0.717  0.228
44 H -3.557 4.343 0.098  0.223
45 H -2.279 5.000 -0.934  0.236
46 H -1.758 3.004 -2.769  0.231
47 H -3.436 3.302 -2.292  0.246
48 H -2.803 1.659 -2.239  0.222
49 Cl 2.732 -0.110 -5.051  0.012
50 C 2.674 1.190 -3.838  -0.482
51 C 1.431 0.951 -3.024  0.793
52 O 0.330 1.330 -3.336  -0.579
53 O 1.651 0.174 -1.942  -0.705
54 H 2.605 2.148 -4.346  0.261
55 H 3.571 1.125 -3.232  0.248

---

(2)
The following is a quantum chemistry calculation of a 2-piece molecular cluster, C16H25BF7INO7S overall in a non-equilibrium geometry, from the Open Molecules 2025 dataset.

Properties
- 2S+1 = 1
- lowest unoccupied orbital energy (Eh) = 0.02163
- charge = -1
- E_tot (eV) = -71444.6236
- highest occupied orbital energy (eV) = -1.09

Each line ends with the natural charge from an NBO analysis.
CARTESIAN COORDINATES (ANGSTROEM)
1 C -2.506 -0.331 -0.988  -0.613
2 C -2.323 -1.775 -0.313  -0.412
3 C -1.231 -2.648 -1.136  -0.442
4 C -0.647 -3.733 -0.106  -0.421
5 C 0.867 -3.486 0.341  -0.231
6 N 1.126 -2.154 0.974  -0.485
7 C 2.183 -2.238 2.071  -0.247
8 C 2.186 -0.695 2.586  -0.679
9 B 3.588 -0.355 3.329  1.135
10 O 3.695 0.782 4.220  -0.869
11 O 4.802 -1.153 3.213  -0.926
12 C 1.715 0.146 1.291  -0.520
13 S 2.525 1.751 0.872  1.960
14 O 3.825 1.617 0.120  -0.893
15 O 2.778 2.650 2.050  -0.890
16 C 1.373 2.718 -0.276  0.424
17 F 2.092 3.446 -1.280  -0.300
18 F 0.521 1.834 -1.017  -0.315
19 C 0.351 3.685 0.537  0.563
20 F -0.815 3.761 -0.297  -0.300
21 F -0.088 3.122 1.749  -0.302
22 C 0.878 5.198 0.665  0.933
23 F 2.253 5.318 0.860  -0.296
24 F 0.585 5.818 -0.582  -0.313
25 F 0.157 5.880 1.659  -0.304
26 C 1.551 -0.983 0.139  0.007
27 C 2.695 -1.145 -0.960  -0.578
28 C 2.414 -0.279 -2.296  0.404
29 O 1.280 -0.341 -2.847  -0.541
30 I 3.887 1.006 -3.250  0.096
31 H -3.369 0.213 -0.485  0.246
32 H -2.648 -0.464 -2.108  0.254
33 H -1.527 0.242 -0.783  0.160
34 H -1.915 -1.716 0.767  0.145
35 H -3.327 -2.332 -0.236  0.222
36 H -0.441 -2.007 -1.647  0.221
37 H -1.749 -3.238 -1.979  0.224
38 H -1.301 -3.883 0.814  0.221
39 H -0.655 -4.744 -0.663  0.222
40 H 1.101 -4.276 1.147  0.222
41 H 1.534 -3.739 -0.541  0.230
42 H 0.287 -1.821 1.505  0.353
43 H 1.885 -2.925 2.933  0.233
44 H 3.089 -2.580 1.453  0.231
45 H 1.287 -0.587 3.301  0.181
46 H 2.787 1.167 4.265  0.494
47 H 4.846 -1.607 4.091  0.491
48 H 0.620 0.455 1.505  0.209
49 H 0.546 -0.655 -0.331  0.260
50 H 2.840 -2.220 -1.337  0.252
51 H 3.716 -0.850 -0.514  0.271
52 O -7.287 2.567 -3.244  -0.698
53 C -6.782 1.348 -3.335  -0.014
54 C -5.550 1.191 -2.289  -0.031
55 O -5.031 -0.025 -2.391  -0.699
56 H -6.371 1.046 -4.317  0.110
57 H -7.463 0.504 -3.111  0.109
58 H -5.966 1.476 -1.304  0.115
59 H -4.876 2.042 -2.498  0.117

---

(3)
The following is a quantum chemistry calculation of a 3-piece molecular cluster, C16H25BN3O9 overall in a non-equilibrium geometry, from the Open Molecules 2025 dataset.

Properties
- 2S+1 = 1
- lowest unoccupied orbital energy (Eh) = 0.07530
- charge = -1
- ΔE to the lowest compared entry with this formula, charge and spin (eV) = 0.000
- E_tot (eV) = -40573.2736
- highest occupied orbital energy (eV) = -5.08

Each line ends with the natural charge from an NBO analysis.
CARTESIAN COORDINATES (ANGSTROEM)
1 C 1.629 3.470 -1.084  -0.390
2 C 1.931 3.231 0.058  0.175
3 N 2.065 2.998 1.396  -0.651
4 C 2.083 1.565 1.807  -0.376
5 C 0.683 1.037 2.110  -0.476
6 C -0.306 1.122 0.981  0.162
7 N -1.145 2.066 0.826  -0.657
8 B 2.867 0.656 0.742  1.259
9 O 4.229 0.827 0.580  -0.942
10 N 2.201 -0.410 -0.042  -0.798
11 C 2.196 -0.066 -1.483  -0.419
12 C 3.002 -1.645 0.160  -0.412
13 C 2.957 1.466 3.097  0.789
14 O 2.848 0.398 3.728  -0.757
15 O 3.692 2.450 3.334  -0.775
16 H 1.427 3.581 -2.120  0.225
17 H 2.942 3.416 1.712  0.428
18 H 0.268 1.566 2.974  0.202
19 H 0.806 -0.009 2.390  0.256
20 H -0.308 0.339 0.225  0.178
21 H -1.023 2.753 1.575  0.316
22 H 4.482 1.755 0.528  0.503
23 H 1.208 0.337 -1.729  0.190
24 H 2.941 0.696 -1.730  0.181
25 H 2.309 -0.958 -2.094  0.207
26 H 2.425 -2.513 -0.152  0.199
27 H 3.913 -1.624 -0.453  0.168
28 H 3.313 -1.735 1.201  0.209
29 C 0.031 -3.325 -6.866  -0.625
30 C -0.187 -3.171 -5.383  0.064
31 C -0.403 -1.753 -4.899  -0.093
32 O 0.078 -1.821 -3.555  -0.483
33 C 1.006 -2.807 -3.496  0.972
34 O 1.726 -3.002 -2.574  -0.562
35 O 0.992 -3.535 -4.645  -0.500
36 H 0.356 -4.339 -7.100  0.229
37 H -0.892 -3.119 -7.409  0.219
38 H 0.807 -2.643 -7.217  0.216
39 H -1.000 -3.821 -5.047  0.181
40 H -1.443 -1.439 -4.912  0.205
41 H 0.205 -1.030 -5.449  0.183
42 C -3.056 0.351 4.842  -0.627
43 C -4.012 0.375 3.677  0.061
44 C -4.564 1.734 3.334  -0.097
45 O -5.826 1.400 2.734  -0.494
46 C -6.226 0.217 3.261  0.970
47 O -7.310 -0.253 3.118  -0.588
48 O -5.224 -0.353 3.972  -0.498
49 H -2.845 -0.675 5.140  0.230
50 H -2.118 0.835 4.572  0.239
51 H -3.485 0.862 5.705  0.208
52 H -3.552 -0.092 2.802  0.196
53 H -3.936 2.286 2.639  0.222
54 H -4.757 2.349 4.217  0.176

---

(4)
The following is a quantum chemistry calculation of a 2-piece molecular cluster, C16H25BN5O2S overall in a non-equilibrium geometry, from the Open Molecules 2025 dataset.

Properties
- 2S+1 = 1
- lowest unoccupied orbital energy (Eh) = -0.12770
- charge = +1
- E_tot (eV) = -40039.3553
- highest occupied orbital energy (eV) = -10.29

Each line ends with the natural charge from an NBO analysis.
CARTESIAN COORDINATES (ANGSTROEM)
1 C 5.269 -3.809 -0.850  -0.647
2 C 4.758 -4.300 -2.328  -0.416
3 C 3.125 -4.219 -2.551  -0.443
4 C 2.259 -4.641 -1.189  -0.099
5 O 0.816 -4.781 -1.435  -0.504
6 C 0.119 -3.486 -1.466  0.374
7 C 0.804 -1.998 -1.441  -0.348
8 C -0.093 -0.618 -1.530  0.137
9 N 0.334 0.840 -1.558  -0.578
10 S -1.172 1.781 -1.688  0.702
11 N -2.527 0.644 -1.755  -0.532
12 C -1.750 -0.672 -1.631  0.094
13 C -2.462 -2.154 -1.626  -0.193
14 C -1.546 -3.537 -1.536  -0.353
15 B -2.301 -4.998 -1.517  1.056
16 N -3.103 -5.612 -2.653  -1.083
17 O -2.219 -5.779 -0.233  -0.920
18 H 4.671 -2.849 -0.513  0.203
19 H 5.148 -4.640 -0.005  0.217
20 H 6.432 -3.554 -0.913  0.231
21 H 5.139 -5.377 -2.599  0.217
22 H 5.228 -3.562 -3.137  0.217
23 H 2.883 -4.980 -3.437  0.229
24 H 2.857 -3.148 -2.947  0.213
25 H 2.655 -5.732 -0.913  0.217
26 H 2.532 -3.969 -0.253  0.203
27 H 1.969 -1.874 -1.369  0.253
28 H -3.644 -2.292 -1.708  0.262
29 H -3.313 -6.602 -2.350  0.401
30 H -2.551 -5.656 -3.540  0.402
31 H -2.876 -5.274 0.363  0.491
32 C -2.010 7.831 4.174  -0.618
33 C -2.591 7.278 2.888  -0.217
34 N -2.070 5.940 2.599  -0.278
35 C -2.766 4.746 2.706  -0.042
36 C -1.911 3.753 2.317  -0.027
37 N -0.713 4.365 1.987  -0.279
38 C -0.823 5.690 2.166  0.243
39 C 0.492 3.699 1.513  -0.418
40 H -0.917 7.880 4.121  0.213
41 H -2.388 8.840 4.365  0.246
42 H -2.273 7.195 5.025  0.225
43 H -2.334 7.927 2.043  0.226
44 H -3.683 7.231 2.953  0.233
45 H -3.789 4.756 3.042  0.258
46 H -2.000 2.685 2.231  0.260
47 H -0.048 6.426 1.993  0.250
48 H 1.306 3.892 2.218  0.232
49 H 0.752 4.096 0.528  0.237
50 H 0.324 2.621 1.438  0.250